100
Properties=species:S:1:pos:R:3 method="wB97M-V/def2-TZVPD" homo_energy_ev="-10.6 / -10.6" relative_energy_kcal_mol=94.7 spin_multiplicity=1 lumo_ha="-0.1347 / -0.1653" charge=+1 gap_ev="6.9 / 6.1"
Cu 0.695 1.004 -0.221
O 3.869 0.702 -2.649
C 2.807 0.837 -2.072
N 2.540 1.073 -0.776
C 3.440 0.870 0.297
O 4.809 1.237 0.114
C 2.814 1.526 1.510
C 3.579 1.971 2.571
C 2.945 2.414 3.720
C 1.560 2.397 3.771
C 0.863 1.978 2.656
N 1.467 1.554 1.542
C 1.509 0.676 -2.845
C 1.527 0.495 -4.212
C 0.353 0.141 -4.857
C -0.788 -0.069 -4.101
C -0.736 0.158 -2.740
N 0.375 0.570 -2.125
H 4.655 1.963 2.470
H 3.523 2.766 4.565
H 1.018 2.721 4.648
H -0.215 1.997 2.635
H 2.475 0.601 -4.721
H 0.337 -0.006 -5.929
H -1.714 -0.404 -4.547
H -1.598 0.007 -2.111
C -5.035 2.407 -0.620
Si -3.553 1.429 -1.230
C -4.102 -0.362 -1.411
C -3.044 2.170 -2.886
Ge -1.841 1.615 0.473
Si -2.501 0.168 2.299
C -1.697 0.539 3.951
C -2.245 -1.627 1.861
C -4.336 0.516 2.481
Si -1.711 3.998 0.844
C -1.896 4.834 -0.819
C -0.192 4.702 1.677
C -3.188 4.338 1.952
H -5.856 2.189 -1.311
H -4.856 3.483 -0.655
H -5.373 2.143 0.382
H -4.848 -0.416 -2.211
H -4.586 -0.709 -0.496
H -3.308 -1.074 -1.650
H -3.268 1.474 -3.698
H -1.991 2.437 -2.958
H -3.625 3.077 -3.070
H -0.691 0.125 4.039
H -2.312 0.059 4.719
H -1.662 1.606 4.186
H -1.200 -1.864 1.653
H -2.846 -1.913 0.994
H -2.568 -2.241 2.707
H -4.545 1.553 2.753
H -4.717 -0.118 3.288
H -4.898 0.274 1.579
H -1.102 4.543 -1.510
H -1.831 5.917 -0.678
H -2.852 4.618 -1.296
H 0.744 4.469 1.164
H -0.100 4.410 2.723
H -0.318 5.790 1.654
H -4.130 3.931 1.583
H -3.309 5.422 2.044
H -3.014 3.942 2.956
C 1.804 -6.068 2.630
C 0.613 -5.761 1.987
C 0.509 -4.608 1.222
C 1.601 -3.758 1.079
C 2.793 -4.069 1.727
C 2.892 -5.219 2.499
As 1.432 -2.069 0.108
C 3.312 -1.697 -0.248
C 3.850 -0.608 0.625
C 5.281 -0.116 0.384
C 6.012 -0.776 -0.739
C 5.496 -1.831 -1.362
C 4.128 -2.311 -1.105
C 0.614 -2.672 -1.564
C 1.245 -2.819 -2.794
C 0.528 -3.250 -3.905
C -0.828 -3.525 -3.808
C -1.478 -3.336 -2.597
C -0.763 -2.901 -1.491
H 1.884 -6.967 3.227
H -0.240 -6.421 2.079
H -0.429 -4.395 0.728
H 3.660 -3.431 1.618
H 3.828 -5.455 2.990
H 3.658 -0.849 1.674
H 5.908 -0.104 1.280
H 6.996 -0.401 -0.995
H 6.062 -2.334 -2.136
H 3.798 -3.175 -1.667
H 2.295 -2.593 -2.908
H 1.039 -3.371 -4.852
H -1.377 -3.875 -4.673
H -2.541 -3.529 -2.511
H -1.289 -2.732 -0.557